C36H55N4OP2RuSe | ωB97M-V/def2-TZVPD

XYZ file:
```
100
Properties=species:S:1:pos:R:3:forces:R:3
C 1.310437 1.471972 -2.273349 0.28 -0.15 0.54
C -0.942360 1.026377 -2.451606 -0.21 0.72 0.03
C 1.421493 1.779178 -3.623044 -0.44 0.01 -0.35
C -0.945305 1.576642 -3.774238 -0.27 -0.52 0.05
C 0.248190 1.942853 -4.367553 0.39 0.12 0.17
H 2.416378 1.881939 -4.043606 -0.21 0.08 -0.10
H -1.890978 1.606767 -4.308805 0.22 -0.11 -0.07
H 0.311355 2.290296 -5.395131 -0.22 -0.02 0.16
N 0.128928 1.342124 -1.644521 0.30 -1.75 0.30
P 2.235297 1.440276 0.294234 1.05 0.44 -1.26
P -2.298188 -0.873319 -0.677104 -1.27 -0.98 0.39
C 2.553430 1.130764 -1.494775 -0.40 0.17 -0.09
H 2.779175 0.063635 -1.639328 -0.29 0.25 -0.02
H 3.411222 1.694150 -1.873414 -0.14 -0.20 0.21
C -1.916713 0.081950 -2.079275 -1.35 2.95 -1.08
H -2.783408 0.104425 -2.758504 0.39 -0.18 -0.03
C -2.803227 -2.506596 -1.734101 0.25 -0.18 0.49
C -3.875401 -0.270799 0.365301 0.37 0.05 -0.11
C 3.664111 0.389971 1.047646 -0.33 0.39 0.34
C 2.543687 3.349499 0.207057 -0.14 0.00 0.54
C -2.172000 -3.615433 -0.888216 -0.06 -0.49 0.00
H -2.625107 -3.698431 0.108267 0.09 0.03 -0.20
H -2.300438 -4.576922 -1.406552 -0.04 0.14 0.22
H -1.094436 -3.447631 -0.764946 -0.28 -0.09 0.05
C -4.309519 -2.718502 -1.929008 -0.30 -0.01 0.09
H -4.886987 -2.826037 -1.008469 0.17 0.01 -0.37
H -4.757569 -1.927161 -2.544077 0.13 -0.24 0.14
H -4.442792 -3.657293 -2.490283 0.14 0.22 0.14
C -2.212302 -2.557447 -3.155621 0.17 0.23 -0.18
H -2.053429 -3.614572 -3.426658 -0.16 0.31 0.11
H -2.884897 -2.121648 -3.904887 0.10 -0.07 0.23
H -1.246310 -2.055670 -3.243273 -0.29 -0.03 -0.01
C -4.360778 -1.467929 1.191792 0.04 -0.35 -0.17
H -3.532082 -1.872806 1.790697 -0.22 0.11 -0.14
H -5.150832 -1.136883 1.883788 0.22 -0.01 -0.24
H -4.773468 -2.290083 0.603349 0.09 0.30 0.26
C -3.492171 0.815865 1.366294 0.43 0.08 0.12
H -2.678670 0.473422 2.023669 -0.29 0.16 -0.22
H -3.189526 1.751142 0.886409 -0.09 -0.14 0.02
H -4.360544 1.037832 2.007643 0.17 -0.07 -0.30
C -4.866546 0.312945 -0.630908 -0.26 -0.01 -0.34
H -5.241092 -0.419301 -1.352815 0.02 0.23 0.26
H -5.727454 0.717495 -0.079321 0.17 -0.07 -0.14
H -4.399677 1.140088 -1.186358 -0.23 -0.13 0.18
C 2.583319 3.861729 1.649808 0.09 0.29 0.21
H 2.781252 4.945068 1.631134 -0.06 -0.32 0.09
H 1.617490 3.716428 2.155054 0.26 0.04 -0.14
H 3.376375 3.390399 2.246583 -0.16 0.14 -0.14
C 1.397641 4.072391 -0.527101 -0.20 -0.22 0.01
H 1.359110 3.814306 -1.590540 0.01 0.13 0.21
H 0.420659 3.876416 -0.080265 0.12 0.12 -0.13
H 1.583161 5.155589 -0.463573 -0.02 -0.33 0.05
C 3.824746 3.756446 -0.542718 0.28 -0.09 0.10
H 3.930910 4.847158 -0.442783 -0.06 -0.30 0.02
H 4.735607 3.302538 -0.146421 -0.20 0.18 -0.13
H 3.764039 3.552287 -1.618305 0.02 0.11 0.25
C 3.597069 -1.045604 0.495640 -0.06 -0.06 -0.05
H 4.022408 -1.128586 -0.513025 -0.08 0.06 0.20
H 4.194738 -1.700297 1.148953 -0.15 0.26 -0.15
H 2.570266 -1.430457 0.479502 0.14 0.03 0.04
C 3.458133 0.336354 2.562425 0.08 -0.15 0.32
H 2.506781 -0.153636 2.817345 0.35 0.14 -0.05
H 4.274128 -0.255753 3.005217 -0.24 0.18 -0.07
H 3.483610 1.330864 3.027764 0.03 -0.23 -0.15
C 5.047484 0.983113 0.741601 0.12 0.00 0.02
H 5.239801 1.085915 -0.334356 -0.07 0.03 0.25
H 5.213980 1.944878 1.243108 -0.07 -0.28 -0.14
H 5.803104 0.286656 1.135219 -0.21 0.13 -0.08
Ru 0.071842 0.598931 0.441380 0.40 0.36 -1.14
C -0.647927 2.113224 1.194870 -1.17 3.61 2.38
O -1.106314 3.060792 1.720448 1.21 -2.91 -1.68
N 0.375561 -0.995686 -0.676900 0.94 -0.96 -0.81
C 0.262392 -1.560462 -1.736434 0.70 -1.31 0.55
C 0.992993 -2.629833 -2.415279 0.55 0.60 1.13
C 1.580734 -3.585591 -1.565714 -1.35 1.56 0.53
C 1.175995 -2.730454 -3.805314 -1.12 1.25 0.99
C 2.368303 -4.612072 -2.079153 0.89 -1.31 -1.26
H 1.419262 -3.504370 -0.483924 0.10 0.00 -0.47
C 1.928728 -3.793037 -4.323655 1.42 -1.97 -0.11
H 0.724512 -1.972533 -4.451772 0.25 -0.29 0.08
C 2.547630 -4.715148 -3.464717 0.09 -0.06 -0.83
H 2.832501 -5.327509 -1.398659 -0.07 0.13 -0.24
H 2.037637 -3.891630 -5.407007 0.03 -0.02 0.37
H 3.163390 -5.520336 -3.881843 -0.34 0.37 0.19
C -2.932547 -1.252347 4.389881 -0.48 -0.39 -0.04
N -2.074438 -0.100718 4.592618 0.81 0.66 -0.49
C -2.305398 0.874459 5.553302 0.57 -0.34 -0.36
C -1.271830 1.748162 5.492915 0.08 -0.29 -0.58
N -0.446568 1.332764 4.459044 -0.53 -0.87 0.05
C 0.868424 1.867700 4.180661 0.46 0.36 -0.28
C -0.940858 0.201579 3.886655 -0.72 0.95 1.46
Se -0.158987 -0.757616 2.454628 -0.30 -0.46 -0.15
H -3.860645 -0.958603 3.877735 0.39 -0.07 0.17
H -3.197623 -1.680657 5.365004 0.18 0.09 -0.29
H -2.392023 -1.994043 3.792293 -0.19 0.16 0.21
H -3.160094 0.836909 6.203139 -0.04 -0.03 0.05
H -1.043526 2.623503 6.074200 -0.03 0.02 0.03
H 0.895199 2.910164 4.511390 0.05 -0.22 -0.09
H 1.646990 1.288288 4.695390 -0.31 0.17 -0.04
H 1.051375 1.814823 3.098152 -0.06 0.07 0.50
```
Forces are in eV/Å.

**Gap between HOMO and LUMO (spin up / spin down)**: 5.4819 / 3.2277 eV
**2S+1**: 5
**Total charge**: +3
**E**: -4876.972576 a.u.

Atomic partial charges in e from the Löwdin method, atoms 1 to 5: -0.340 -0.303 0.010 0.033 -0.001